Record 1
Density functional theory data (ωB97M-V/def2-TZVPD) for a 2-piece molecular cluster, CH6OS overall at a distorted geometry.

```
! wB97M-V def2-TZVPD RIJCOSX def2/J DEFGRID3
* xyz 0 1
H -0.818 -1.348 -1.462
O 1.600 -0.859 2.141
H 0.898 -0.319 1.771
C -1.216 -0.703 -0.683
H 2.335 -0.251 2.288
H -2.269 -0.468 -0.794
H -0.685 1.206 -1.996
H -1.026 -1.203 0.244
S -0.237 0.835 -0.789
*
```

SMILES   CS.O
Frontier orbital gap   10.05 eV
LUMO energy   0.8 eV

---

Record 2
Density functional theory data (ωB97M-V/def2-TZVPD) for a 2-piece molecular cluster, CH6P2 overall at a distorted geometry.

```
! wB97M-V def2-TZVPD RIJCOSX def2/J DEFGRID3
* xyz 0 1
H 1.507 -0.956 -1.270
H -0.463 0.411 2.164
P -1.751 -0.207 -0.024
P 0.104 0.953 -0.259
H 1.260 -0.985 0.685
H -2.264 0.161 -1.266
H -2.284 0.907 0.618
H 2.420 0.071 -0.357
C 1.472 -0.355 -0.292
*
```

Frontier orbital gap (spin up / spin down)   7.85 / 7.42 eV
LUMO energy (spin up / spin down)   -1.0 / -1.0 eV

---

Record 3
Density functional theory data (ωB97M-V/def2-TZVPD) for a 2-piece molecular cluster, CH6P2 overall.

```
! wB97M-V def2-TZVPD RIJCOSX def2/J DEFGRID3
* xyz 0 1
H 2.315 -0.569 -0.293
P 1.431 0.315 0.321
H -1.192 1.676 0.153
H -0.186 -1.632 2.244
H -2.183 0.413 -1.101
H -0.092 -1.452 -0.511
C -0.070 -0.388 -0.310
H 1.593 1.296 -0.673
P -1.617 0.342 0.170
*
```

Frontier orbital gap (spin up / spin down)   7.30 / 9.19 eV
LUMO energy (spin up / spin down)   -0.3 / -0.4 eV

---

Record 4
Density functional theory data (ωB97M-V/def2-TZVPD) for a 2-piece molecular cluster, CH6P2S overall at a distorted geometry.

```
! wB97M-V def2-TZVPD RIJCOSX def2/J DEFGRID3
* xyz 0 1
H -0.999 -0.478 0.511
H 1.312 -1.909 0.577
P 1.132 0.961 0.447
C -0.234 -0.033 1.219
H 0.390 2.051 -0.025
P 1.121 0.193 -1.605
S -0.950 0.204 -1.759
H 0.362 -0.952 1.412
H -0.729 0.373 2.088
H -1.404 -0.409 -2.865
*
```

Frontier orbital gap (spin up / spin down)   8.46 / 7.03 eV
LUMO energy (spin up / spin down)   -1.1 / -1.0 eV

---

Record 5
Density functional theory data (ωB97M-V/def2-TZVPD) for a 2-piece molecular cluster, CH6S overall.

```
! wB97M-V def2-TZVPD RIJCOSX def2/J DEFGRID3
* xyz 1 2
H 1.515 -0.549 -0.878
H -3.647 0.083 -0.141
H 2.032 -0.752 0.841
S -2.449 0.516 -0.672
C 1.582 -0.092 0.106
H 2.090 0.863 0.060
H -1.656 -0.058 0.246
H 0.534 -0.011 0.437
*
```

Frontier orbital gap (spin up / spin down)   11.56 / 5.95 eV
LUMO energy (spin up / spin down)   -5.2 / -10.8 eV

---

Record 6
Density functional theory data (ωB97M-V/def2-TZVPD) for a 2-piece molecular cluster, CH6S4 overall at a distorted geometry.

```
! wB97M-V def2-TZVPD RIJCOSX def2/J DEFGRID3
* xyz 0 1
H -0.508 -0.165 -0.411
S -0.604 0.435 -2.874
H 1.070 -1.873 1.791
S -0.310 -0.104 2.863
S 1.605 -0.939 2.711
H -0.057 -1.439 -1.550
S -0.321 2.410 -2.439
H 1.008 -0.188 -1.383
H -0.643 -0.556 4.071
C -0.074 -0.320 -1.377
H -1.166 2.739 -1.403
*
```

SMILES   CSS.SS
Frontier orbital gap   8.80 eV
LUMO energy   0.1 eV